[1]
Density functional theory data (the ωB97M-V functional and the def2-TZVPD basis) for the molecule C6H7N.

Values from the calculation:
total charge	0
ΔE to the lowest compared entry with this formula, charge and spin	575.5	kJ/mol
HOMO-LUMO gap	8.63	eV
calculated total energy	-287.36802	Ha
maximum force	5.7	eV Å⁻¹

Positions of all 14 atoms, in Å:
C 1.334 -1.445 -0.745
C -0.092 -1.333 -0.762
C 1.738 -0.366 -0.087
C -0.654 -0.205 -0.261
C 2.136 0.690 0.880
C -1.904 0.573 -0.200
N 1.021 0.836 0.025
H 1.780 -2.355 -0.847
H -0.569 -2.175 -1.068
H 2.028 0.473 1.978
H 2.900 1.451 0.815
H -2.352 0.610 0.817
H -1.743 1.642 -0.545
H -2.630 0.048 -0.820

=====

[2]
Density functional theory data (the ωB97M-V functional and the def2-TZVPD basis) for the molecule C6H12O.

Values from the calculation:
SMILES	C[C@@H]1C[C@@H]1[C@@H](C)O
total charge	0
ΔE to the lowest compared entry with this formula, charge and spin	400.0	kJ/mol
HOMO-LUMO gap	10.14	eV
calculated total energy	-310.90693	Ha
maximum force	3.7	eV Å⁻¹

Positions of all 19 atoms, in Å:
C -1.832 0.549 1.463
C -0.456 0.402 0.840
O 0.509 0.511 1.884
C -0.268 -0.901 0.094
C -0.505 -0.956 -1.403
C 0.883 -1.006 -0.866
C 1.808 0.553 -1.117
H -2.607 0.558 0.690
H -1.885 1.485 2.026
H -2.027 -0.277 2.155
H -0.305 1.227 0.128
H 1.201 -0.140 1.709
H -0.589 -1.769 0.682
H -0.755 -0.007 -1.874
H -1.044 -1.802 -1.836
H 1.925 -1.035 -1.063
H 1.224 1.080 -1.854
H 2.856 0.487 -1.511
H 1.867 1.042 -0.150

=====

[3]
Density functional theory data (the ωB97M-V functional and the def2-TZVPD basis) for the molecule C5H6FNOS.

Values from the calculation:
SMILES	C[C@](O)(F)c1nccs1
total charge	0
ΔE to the lowest compared entry with this formula, charge and spin	0.0	kJ/mol
HOMO-LUMO gap	10.26	eV
calculated total energy	-822.15217	Ha
maximum force	3.8	eV Å⁻¹

Positions of all 15 atoms, in Å:
C 2.281 0.630 0.305
C 2.194 0.754 1.636
C 0.172 0.096 0.476
C -1.129 -0.538 -1.605
C -1.247 -0.108 -0.150
N 1.170 0.277 -0.298
O -1.953 -1.070 0.614
F -1.990 1.073 -0.100
S 0.612 0.383 2.159
H 3.106 0.560 -0.252
H 3.074 0.828 2.355
H -2.182 -0.496 -2.063
H -0.375 0.138 -1.975
H -0.812 -1.575 -1.728
H -2.921 -0.955 0.627

=====

[4]
Density functional theory data (the ωB97M-V functional and the def2-TZVPD basis) for the molecule C4H8N2O.

Values from the calculation:
SMILES	C=C(/N=C\C)ON
total charge	0
ΔE to the lowest compared entry with this formula, charge and spin	488.7	kJ/mol
HOMO-LUMO gap	8.51	eV
calculated total energy	-341.81752	Ha
maximum force	2.5	eV Å⁻¹

Positions of all 15 atoms, in Å:
C -0.480 -1.982 0.695
C 0.753 0.598 -0.361
N -1.465 1.560 -0.439
C 0.801 -1.265 0.965
C 1.218 1.402 -1.309
O -0.537 0.768 0.286
N 1.429 -0.397 0.256
H -1.231 2.548 -0.316
H -2.379 1.478 0.000
H 1.427 -1.739 1.720
H 0.622 1.792 -2.113
H 2.242 1.724 -1.336
H -1.123 -1.889 1.570
H -0.997 -1.556 -0.161
H -0.281 -3.043 0.543

=====

[5]
Density functional theory data (the ωB97M-V functional and the def2-TZVPD basis) for a cluster of 2 separate species, C4H5NO in total.

Values from the calculation:
SMILES	C=C=C.N=C=O
total charge	0
ΔE to the lowest compared entry with this formula, charge and spin	236.5	kJ/mol
HOMO-LUMO gap	10.26	eV
calculated total energy	-285.32451	Ha
maximum force	4.2	eV Å⁻¹

Positions of all 11 atoms, in Å:
C -0.802 0.583 0.287
C 2.429 -0.170 0.000
C -0.530 -0.109 1.312
C -1.082 1.251 -0.804
N 2.328 -0.448 -1.164
O 2.666 0.289 1.065
H -1.035 -0.103 2.277
H 0.556 -0.423 1.423
H -0.631 2.296 -0.886
H -1.800 1.084 -1.525
H 1.874 -1.161 -1.752

=====

[6]
Density functional theory data (the ωB97M-V functional and the def2-TZVPD basis) for a structure of composition C37H31Cl4F5O2.

Values from the calculation:
total charge	0
ΔE to the lowest compared entry with this formula, charge and spin	2969.0	kJ/mol
HOMO-LUMO gap	7.50	eV
calculated total energy	-3917.88802	Ha
maximum force	15.7	eV Å⁻¹

Positions of all 79 atoms, in Å:
F 5.931 -2.551 0.166
C 5.149 -1.515 0.523
C 3.780 -1.546 0.265
C 2.987 -0.479 0.573
C 3.634 0.663 0.997
C 4.957 0.869 1.063
C 5.711 -0.308 0.912
H 3.287 -2.396 -0.182
H 1.930 -0.697 0.512
H 2.928 1.443 1.238
H 5.283 1.866 1.317
H 6.791 -0.295 0.930
F 3.475 2.647 0.333
C 3.322 2.102 -0.860
C 2.092 1.701 -1.240
C 1.827 1.289 -2.521
C 2.934 1.251 -3.422
C 4.209 1.598 -3.108
C 4.469 1.905 -1.734
H 1.339 1.943 -0.505
H 0.824 1.022 -2.821
H 2.817 1.048 -4.477
H 5.067 1.389 -3.728
H 5.493 1.986 -1.400
F -1.866 2.097 -0.800
C -1.276 3.183 -0.239
C -1.561 4.490 -0.712
C -0.956 5.579 -0.181
C -0.016 5.424 0.812
C 0.368 4.143 1.256
C -0.321 3.057 0.781
H -2.116 4.681 -1.618
H -1.051 6.538 -0.668
H 0.405 6.349 1.177
H 1.195 4.075 1.947
H -0.367 2.136 1.343
F -2.125 1.386 1.998
C -2.366 0.166 2.434
C -2.781 -0.859 1.593
C -3.062 -2.161 2.077
C -3.128 -2.349 3.470
C -2.714 -1.332 4.336
C -2.292 -0.111 3.824
H -3.019 -0.542 0.588
H -3.304 -2.969 1.403
H -3.417 -3.338 3.794
H -2.671 -1.546 5.394
H -1.936 0.638 4.516
F 0.059 -3.414 -1.517
C 0.656 -3.515 -0.310
C 0.361 -2.580 0.718
C 0.833 -2.737 2.038
C 1.762 -3.756 2.234
C 2.128 -4.672 1.161
C 1.568 -4.506 -0.110
H -0.331 -1.762 0.586
H 0.560 -2.047 2.822
H 2.354 -3.866 3.130
H 2.695 -5.581 1.294
H 1.764 -5.214 -0.903
C -5.450 -0.505 -3.240
C -4.170 -0.008 -3.381
C -3.340 -0.228 -2.249
C -3.680 -0.978 -1.109
C -4.943 -1.529 -1.058
C -5.805 -1.322 -2.157
O -7.059 -1.952 -2.043
O -2.077 0.276 -2.408
H -6.059 -0.395 -4.125
H -3.922 0.591 -4.245
H -2.956 -0.997 -0.308
H -5.304 -2.102 -0.217
H -7.729 -1.527 -2.583
H -1.414 0.160 -1.723
C -0.024 0.092 -0.294
Cl -0.492 1.032 -1.761
Cl -1.510 -0.667 0.185
Cl 1.130 -1.089 -0.834
Cl 0.538 1.129 1.049

=====

Q: What is the formula in the sixth record?
A: C37H31Cl4F5O2

=====

Q: Which value of ΔE to the lowest compared entry with this formula, charge and spin does entry 3 give?
A: 0.0 kJ/mol

=====

Q: What is the total charge in the second record?
A: 0